Entry 1:
Computed, not measured: 3 unconnected molecules or ions with the total composition C29H50BrN2O10P2, with ωB97M-V with the def2-TZVPD basis set.

Computed properties:
- orbital gap (eV) = 5.95
- charge = +1
- HOMO (eV) = -10.5329

Geometry (Å):
C1 5.249 -2.114 0.552
C2 4.682 -1.910 -0.825
C3 5.184 -2.652 -1.886
C4 4.696 -2.507 -3.174
C5 3.687 -1.597 -3.426
C6 3.174 -0.852 -2.383
C7 3.659 -1.003 -1.086
C8 3.083 -0.226 0.080
N1 1.774 0.369 -0.212
N2 0.768 -0.429 0.121
C9 -0.476 -0.043 -0.098
C10 -1.517 -1.060 0.265
C11 -2.048 -1.779 -0.969
O1 -3.224 -1.981 -1.120
C12 -0.779 1.212 -0.696
C13 -2.193 1.674 -0.903
C14 -2.690 2.616 0.196
C15 -2.854 1.987 1.564
Br1 -1.527 4.164 0.282
C16 0.299 1.993 -1.057
C17 1.610 1.573 -0.790
P1 3.021 2.563 -1.388
P2 2.458 4.668 -0.992
O2 2.016 5.252 -2.250
O3 1.387 4.756 0.182
O4 3.791 5.303 -0.415
H1 4.753 -2.936 1.067
H2 5.176 -1.230 1.184
H3 6.307 -2.358 0.483
H4 5.973 -3.366 -1.690
H5 5.101 -3.106 -3.977
H6 3.300 -1.484 -4.428
H7 2.377 -0.152 -2.597
H8 3.739 0.563 0.438
H9 2.910 -0.905 0.911
H10 -2.375 -0.612 0.754
H11 -1.050 -1.818 0.894
H12 -1.326 -2.125 -1.730
H13 -2.265 2.197 -1.854
H14 -2.859 0.813 -0.936
H15 -3.650 3.015 -0.122
H16 -3.127 2.741 2.296
H17 -3.628 1.219 1.526
H18 -1.924 1.532 1.913
H19 0.141 2.944 -1.549
H20 3.972 2.391 -0.371
H21 1.336 4.015 0.799
H22 4.180 4.827 0.329
C18 1.894 8.225 1.154
O5 1.855 7.608 2.423
C19 0.678 6.850 2.622
C20 0.874 5.809 3.695
O6 1.614 4.675 3.250
C21 3.023 4.825 3.163
C22 3.739 4.807 4.494
O7 3.626 6.060 5.130
C23 3.882 5.990 6.517
H23 1.065 8.930 1.024
H24 2.833 8.770 1.087
H25 1.851 7.482 0.349
H26 0.403 6.330 1.696
H27 -0.143 7.523 2.904
H28 -0.111 5.419 3.957
H29 1.317 6.249 4.590
H30 3.292 5.726 2.604
H31 3.364 3.950 2.600
H32 4.801 4.577 4.321
H33 3.312 4.015 5.122
H34 3.176 5.317 7.016
H35 3.762 6.992 6.919
H36 4.903 5.646 6.719
C24 -2.640 -5.297 -1.439
O8 -3.839 -6.019 -1.526
C25 -4.908 -5.237 -2.035
C26 -6.006 -6.113 -2.591
O9 -5.725 -6.649 -3.870
C27 -4.847 -7.762 -3.935
C28 -5.469 -9.068 -3.501
O10 -5.513 -9.161 -2.090
C29 -6.445 -10.120 -1.644
H37 -2.745 -4.446 -0.759
H38 -1.876 -5.973 -1.059
H39 -2.328 -4.930 -2.427
H40 -4.545 -4.570 -2.826
H41 -5.322 -4.620 -1.225
H42 -6.881 -5.476 -2.739
H43 -6.270 -6.896 -1.876
H44 -3.927 -7.577 -3.376
H45 -4.593 -7.854 -4.992
H46 -4.868 -9.896 -3.902
H47 -6.481 -9.140 -3.919
H48 -7.459 -9.872 -1.977
H49 -6.420 -10.118 -0.556
H50 -6.192 -11.124 -2.003

Results of the Mulliken charge analysis, in e, for atoms 1 through 4:
1. C -1.70
2. C 0.76
3. C -0.70
4. C -0.62

Entry 2:
Computed, not measured: a molecular structure, C31H27N4O4W, with ωB97M-V with the def2-TZVPD basis set.

Computed properties:
- orbital gap (spin up / spin down) (eV) = 6.45 / 6.10
- charge = +1
- HOMO (spin up / spin down) (eV) = -9.6409 / -9.3462
- energy relative to the best compared isomer or geometry (same formula, charge and spin) (kcal per mole) = 4.9
- multiplicity = 3

Geometry (Å):
W1 -1.512 1.617 1.936
C1 -4.362 3.031 5.040
C2 -3.674 3.016 3.707
O1 -2.869 2.076 3.518
C3 -3.941 4.050 2.736
C4 -4.688 5.189 3.103
C5 -4.975 6.175 2.196
C6 -4.537 6.035 0.872
C7 -3.816 4.935 0.477
C8 -3.487 3.926 1.397
O2 -2.801 2.882 0.982
H1 -4.170 2.091 5.549
H2 -5.434 3.186 4.932
H3 -3.966 3.847 5.648
H4 -5.031 5.294 4.123
H5 -5.537 7.048 2.495
H6 -4.775 6.803 0.148
H7 -3.488 4.812 -0.547
C9 4.877 -6.056 -7.592
O3 4.587 -6.441 -6.256
C10 3.970 -5.547 -5.459
C11 3.718 -5.970 -4.151
C12 3.091 -5.127 -3.262
C13 2.694 -3.845 -3.651
C14 2.955 -3.430 -4.951
C15 3.587 -4.267 -5.855
C16 2.022 -2.931 -2.732
N1 1.903 -1.631 -2.896
C17 1.199 -1.194 -1.811
C18 0.882 -2.240 -0.968
N2 1.421 -3.348 -1.572
C19 0.158 -2.080 0.250
C20 -0.185 -3.087 1.163
C21 -0.877 -2.750 2.302
C22 -1.233 -1.422 2.530
N3 -0.933 -0.451 1.671
C23 -0.238 -0.767 0.548
C24 0.085 0.328 -0.314
N4 -0.355 1.545 0.092
C25 -0.101 2.602 -0.672
C26 0.622 2.503 -1.861
C27 1.078 1.275 -2.282
C28 0.803 0.147 -1.500
H8 5.368 -6.909 -8.048
H9 5.547 -5.194 -7.616
H10 3.962 -5.827 -8.143
H11 4.036 -6.961 -3.859
H12 2.937 -5.473 -2.246
H13 2.654 -2.436 -5.254
H14 3.773 -3.917 -6.860
H15 1.330 -4.305 -1.279
H16 0.095 -4.117 0.980
H17 -1.149 -3.499 3.031
H18 -1.759 -1.124 3.426
H19 -0.497 3.548 -0.327
H20 0.807 3.396 -2.440
H21 1.637 1.159 -3.200
C29 0.602 1.444 5.531
O4 -0.124 1.033 4.369
C30 -0.018 1.734 3.210
C31 1.209 2.589 3.063
H22 1.668 1.236 5.428
H23 0.201 0.864 6.357
H24 0.452 2.506 5.730
H25 1.214 3.438 3.752
H26 1.273 2.984 2.050
H27 2.113 2.002 3.259

Results of the natural (NBO) charge analysis, in e, for atoms 1 through 4:
1. W 1.38
2. C -0.71
3. C 0.63
4. O -0.63